Formula: C43H97N3O11
Source: the OMol25 dataset
Level of theory: the ωB97M-V functional and the def2-TZVPD basis

The calculation puts the total energy at -73147.757 eV. As for the gap between HOMO and LUMO: 8.7523 eV. Its largest force on an atom is 2.27 eV/A. The SMILES is CC1(C)CCCC(C)(C)N1O.CC1(C)CCCC(C)(C)N1O.CC1(C)CCCC(C)(C)N1O.COCCOC.COCCOC.COCCOC.COCCOC.

Cartesian coordinates (Å):
O  0.82852  -5.58666  5.24460
O  -6.52058  5.14574  -0.76800
O  0.92232  5.86812  1.59622
O  -2.58601  -1.32397  -2.06415
O  -4.96215  -2.16081  0.57512
O  3.09608  4.93726  -3.90752
O  0.02115  2.22758  -1.66351
O  1.88026  1.71962  0.58302
O  3.67815  -3.96162  -4.03816
O  2.73391  7.50646  3.33944
O  4.56787  2.57376  -2.99356
N  1.84696  -4.75323  4.74171
N  2.73906  -4.10516  -2.99331
N  -5.49732  4.26446  -0.35803
C  0.03294  4.83804  1.19418
C  3.75415  -2.63919  4.57043
C  -3.82635  1.93208  -0.45842
C  0.88502  -3.12665  -1.65680
C  3.01403  -4.74832  6.94874
C  2.30011  1.79237  1.91627
C  -0.25686  2.17338  -3.04404
C  0.85520  -2.97393  -4.15920
C  3.11590  -4.95275  5.45089
C  2.77516  4.09173  -4.98983
C  -3.74599  5.65477  -1.49343
C  -3.67872  -2.00506  -1.47582
C  -4.92711  2.07457  0.59470
C  0.17118  1.00970  -0.99917
C  0.44282  -4.55288  -1.34612
C  -2.35240  -1.75340  -3.38745
C  -6.92048  3.31022  1.34372
C  0.27213  -3.59136  3.23803
C  1.74519  -6.26194  -3.78944
C  -6.93085  2.22988  -0.90708
C  2.15611  5.41060  2.12199
C  3.97196  3.49513  -2.07195
C  3.71839  -6.26605  -2.29320
C  1.34604  -3.45565  4.33043
C  2.43048  -5.49255  -2.66669
C  3.10501  6.55715  2.37343
C  -4.86910  3.84255  -2.78234
C  -3.31007  3.31589  -0.86263
C  -4.41405  4.27968  -1.35514
C  -6.04600  2.99066  0.11576
C  0.67310  -2.66322  5.48810
C  -6.07754  -1.41784  0.11119
C  3.56989  -6.40136  5.18734
C  2.48655  -1.70107  -2.87131
C  3.96412  1.30932  -2.98800
C  -3.70783  -1.82365  0.04300
C  2.84736  4.36024  -2.65587
C  1.58927  -5.55700  -1.38289
C  2.46302  -2.58362  3.74148
C  1.62358  8.32269  2.97419
C  1.74337  -3.03613  -2.92758
C  4.21650  -4.05786  4.88225
C  0.57035  1.21903  0.44085
H  -2.97958  5.57837  -2.26193
H  4.51375  -6.25058  -3.04383
H  1.74544  -0.91450  -2.71965
H  3.44894  -7.31612  -2.18380
H  1.70977  3.84671  -4.99967
H  4.53737  -4.48908  3.92603
H  -7.85984  3.76501  1.02830
H  -3.64346  -3.06919  -1.74148
H  -2.50677  3.16509  -1.58161
H  -0.08840  -2.63643  -1.75660
H  3.51202  6.99591  1.45419
H  -0.09755  -4.57599  -0.39615
H  4.50984  -4.00677  -3.55206
H  5.11591  -3.92450  5.48352
H  2.27763  -1.50856  3.71941
H  0.04002  -3.31520  6.09450
H  4.49039  0.65571  -3.68450
H  4.16367  -5.87203  -1.37889
H  2.34519  -6.22438  -4.69858
H  1.18897  -6.56305  -1.22174
H  -4.58613  -1.63751  -1.96915
H  2.50703  -3.81996  7.21993
H  -6.34124  1.81407  -1.71953
H  -1.58749  -1.17043  -3.88922
H  -4.88338  2.76380  -2.96063
H  2.79052  5.18010  -1.93020
H  -4.45155  2.51496  1.47614
H  -7.35115  1.38523  -0.35207
H  3.99382  -4.70875  7.43117
H  0.65522  7.87067  3.18087
H  1.37819  -2.71798  -0.77153
H  2.19511  0.83484  2.44441
H  -5.83011  -0.35963  0.00278
H  1.75434  9.20818  3.60171
H  0.76480  -5.84915  -4.04365
H  3.98217  6.02489  2.76589
H  -1.07737  1.46885  -3.22776
H  0.90198  0.37466  -1.51923
H  -3.35401  6.07684  -0.57072
H  0.33896  4.24398  0.32993
H  0.02594  -1.84117  5.18157
H  1.45735  -3.29800  -5.01177
H  -2.19209  -2.83401  -3.36778
H  2.71296  4.67376  1.52867
H  -6.86365  -1.58179  0.84589
H  -6.41066  4.03711  1.97563
H  0.01241  -3.67227  -4.05866
H  -2.92856  3.72811  0.07596
H  -0.28345  -2.66398  3.10732
H  4.78108  4.15933  -1.77258
H  3.50227  -2.15562  5.52234
H  3.64573  2.96014  -1.17649
H  -0.88897  5.34673  0.90640
H  -5.30294  1.09489  0.89010
H  -0.13243  1.93694  0.87516
H  -6.94952  4.71559  -1.52966
H  3.11734  -1.67868  -1.97817
H  4.58665  -6.55457  5.55106
H  -0.53852  3.14296  -3.44607
H  2.95131  -7.14280  5.69549
H  2.69785  -2.92350  2.72801
H  4.00946  0.82810  -2.00542
H  1.84979  3.90849  -2.62564
H  -4.14486  1.32647  -1.31442
H  0.29069  -2.08806  -4.44866
H  -0.75824  0.42088  -0.98635
H  -7.82157  2.78325  -1.20737
H  3.37954  1.95189  1.90604
H  -6.42378  -1.85966  -0.82742
H  0.73269  -3.92396  2.30359
H  1.72183  8.62575  1.92860
H  2.16355  -5.43556  -0.45727
H  4.55741  -2.07047  4.10216
H  1.53035  -7.28007  -3.46208
H  -4.52381  6.32827  -1.86319
H  0.83189  -6.33054  4.63064
H  -3.23650  -1.59295  -4.02195
H  1.43777  -2.24800  6.14778
H  1.77424  2.59339  2.44138
H  3.04875  4.62995  -5.90076
H  -0.50049  -4.33408  3.45285
H  -2.95441  -2.47882  0.47548
H  0.55193  0.20885  0.86574
H  1.94995  4.90224  3.07439
H  -4.27113  4.20236  -3.62236
H  2.91930  1.32548  -3.32253
H  3.04763  -1.49849  -3.78095
H  2.48062  -5.54138  7.47784
H  -5.88916  4.16901  -3.00543
H  -7.10844  2.39994  1.91212
H  3.53050  -6.57327  4.11001
H  -0.21892  4.23207  2.07185
H  0.64007  1.79669  -3.54899
H  -3.45777  -0.79238  0.31734
H  -0.30278  -4.91640  -2.06553
H  3.42757  3.21503  -5.02893
H  -3.01054  1.32896  -0.04604

***

Formula: C43H99N7O4P
Source: the OMol25 dataset
Level of theory: the ωB97M-V functional and the def2-TZVPD basis

The calculation puts the total energy at -74099.645 eV. As for the gap between HOMO and LUMO: 8.0869 eV. As for the net charge: +1. Its largest force on an atom is 2.44 eV/A.

Cartesian coordinates (Å):
P  -4.25880  -0.59886  -2.28700
O  3.16466  4.21863  -3.56995
O  8.63278  3.51941  1.51544
O  -10.79055  0.91181  0.49209
O  1.41759  7.61922  0.30253
N  -6.77947  -3.43465  1.34440
N  -5.63998  -2.31704  -0.44877
N  -8.67595  -0.27955  2.05141
N  6.09324  1.94571  1.48063
N  2.81426  1.96275  -1.80522
N  3.60702  5.71963  0.52570
N  -5.50575  -1.34194  1.49520
C  -6.07786  -3.31227  -1.45142
C  -8.40714  0.82939  1.12671
C  4.47783  7.89960  1.18707
C  -8.19878  2.11085  1.92489
C  3.69528  -3.44385  2.94671
C  -5.75590  -4.28283  3.47204
C  -11.33125  2.15640  0.90304
C  3.48459  -3.03500  -1.29838
C  8.61535  2.11147  1.51263
C  -9.46515  0.93530  0.02344
C  -2.54274  -1.24964  -2.15854
C  2.32705  -3.53721  2.27002
C  4.10649  -1.16828  0.34019
C  0.13501  -4.79504  2.66314
C  -2.66307  1.75715  -1.82661
C  -1.43486  -5.20676  -1.64275
C  -3.91684  -4.62350  -1.51835
C  4.86567  -1.57248  1.60742
C  5.11301  1.79005  -2.59345
C  7.34504  1.45896  2.07182
C  -4.83327  -0.56868  0.60782
C  2.56562  7.73566  -0.51219
C  -6.00990  -2.41631  0.83704
C  4.52111  -1.98960  -0.88325
C  1.04481  -4.74192  -1.89015
C  -4.87881  -1.16945  -0.66304
C  -6.04096  -4.54124  2.00244
C  -2.76937  -5.15169  -2.38325
C  -4.08616  1.19672  -1.86923
C  7.23297  1.52951  3.59064
C  1.28090  8.59761  1.31418
C  2.18279  -2.41744  -1.82208
C  3.30376  2.89834  -4.06141
C  9.01882  4.09816  2.74389
C  -0.21332  -5.27643  -2.56791
C  0.94220  -3.25304  -1.51213
C  -1.85407  -1.25026  -3.53138
C  4.83712  -3.05365  2.00750
C  -4.93500  -3.81649  -2.30842
C  1.15884  -3.81788  3.22559
C  3.83082  7.09606  0.06852
C  4.32553  5.01312  -3.42642
C  3.64608  1.83671  -3.00429
H  2.36151  -4.33212  1.51667
H  -2.64414  -4.49343  -3.25285
H  -1.35965  -4.31772  -1.01218
H  -9.28899  1.82548  -0.59493
H  0.55502  -5.80069  2.59450
H  -0.06834  -6.30712  -2.89856
H  7.42406  0.40128  1.79662
H  3.41214  0.86891  -3.46125
H  4.52719  8.96084  0.93778
H  0.71533  -3.13849  -0.44906
H  -9.61474  -0.16291  2.42332
H  9.46721  5.06400  2.52149
H  4.54776  7.04258  -0.75750
H  1.24725  -5.34048  -0.99639
H  -1.91618  -2.23354  -4.00187
H  0.65457  -2.87770  3.46623
H  3.91772  -4.41834  3.39125
H  -4.58208  1.41247  -0.92480
H  2.31403  7.21596  -1.44087
H  -2.11065  1.39613  -0.95869
H  -9.37123  0.05872  -0.62502
H  -1.95507  -0.70683  -1.42062
H  -6.58936  -3.75840  3.94063
H  -8.73426  -1.14026  1.51218
H  -5.36439  -4.42937  -3.10708
H  1.65748  9.56761  0.97493
H  -6.89523  -2.88262  -2.03333
H  3.28599  5.15234  -0.25388
H  3.99868  6.05071  -3.49003
H  3.25418  -3.65852  -0.43004
H  2.31603  2.65955  -4.46479
H  0.08354  -2.82895  -2.05279
H  -2.08647  1.48908  -2.71372
H  9.49779  1.73907  2.05167
H  6.10173  1.77276  0.47948
H  -0.39359  -4.68673  -3.47436
H  -6.48688  -4.13477  -0.86716
H  -4.44624  -5.44583  -1.02512
H  9.76425  3.47693  3.25142
H  2.05043  -1.43447  -1.35958
H  2.91052  2.91298  -1.45965
H  5.90757  -1.27064  1.46311
H  -3.48594  -3.99868  -0.72862
H  -7.45695  -3.04066  1.98915
H  -0.79292  -1.01470  -3.43348
H  -0.15103  -4.50085  1.64824
H  3.63523  -2.71800  3.76386
H  4.75047  -1.34038  -1.73180
H  5.38353  2.60738  -1.92465
H  -5.62490  -5.22851  3.99484
H  0.21770  8.69058  1.53103
H  5.31415  0.85953  -2.06197
H  1.55278  -4.21030  4.16857
H  -11.10979  2.38301  1.94855
H  6.48495  0.81829  3.93947
H  -4.37901  0.36198  0.91055
H  3.92788  7.79143  2.12290
H  -7.27609  2.05289  2.50253
H  4.78874  -3.69265  1.11976
H  -4.67421  1.71525  -2.62848
H  8.71963  1.81818  0.46453
H  6.91625  2.52100  3.91559
H  8.18323  1.29595  4.07422
H  4.48139  -0.99292  2.45362
H  6.03461  2.96048  1.56368
H  5.76749  1.83259  -3.46540
H  2.74562  8.79095  -0.75809
H  8.17216  4.25265  3.41827
H  -4.84871  -3.69622  3.63439
H  4.01679  2.86753  -4.89530
H  2.83046  5.72540  1.18134
H  -2.70105  2.84363  -1.76899
H  5.48691  7.53978  1.35738
H  -2.29432  -0.52645  -4.21653
H  -12.41042  2.08986  0.78309
H  -5.10879  -4.67712  1.45103
H  -4.44258  -2.98560  -2.81069
H  3.90653  -3.69834  -2.05658
H  5.05084  4.82923  -4.22443
H  5.78095  -3.29843  2.49924
H  5.46202  -2.49118  -0.63379
H  2.13974  -2.60474  1.73173
H  1.83567  1.87396  -2.06178
H  4.33185  -0.11580  0.15398
H  1.80190  8.32400  2.23516
H  -10.95518  2.97073  0.27684
H  4.80761  4.86304  -2.45806
H  2.25518  -2.23245  -2.89815
H  -5.67271  -1.15665  2.47113
H  -1.41525  -6.07192  -0.97113
H  -8.13769  2.97973  1.26881
H  -0.77118  -4.84633  3.26547
H  -6.63231  -5.44313  1.85426
H  3.02296  -1.21005  0.48190
H  -3.03386  -6.13199  -2.78333
H  1.89441  -4.89440  -2.55806
H  -2.63783  -2.26771  -1.77075
H  -7.46118  0.60141  0.61896
H  -9.01143  2.27297  2.63224

***

Number 1: HOMO -8.388 eV. Number 2: HOMO -10.137 eV.